(1)
Density functional theory data (the ωB97M-V functional and the def2-TZVPD basis) for a 3-piece molecular cluster, C3H12NO2 overall in a non-equilibrium geometry.

Last column: Mulliken charge in e.
Positions of all 18 atoms, in Å:
C  -0.613  -2.532  -0.822  -1.21
C  -0.282  -1.078  -0.706  -0.04
C  0.642  -0.471  -1.436  -0.27
N  0.820  0.987  -1.403  -0.18
H  -0.631  -3.002  0.169  0.33
H  -1.634  -2.670  -1.197  0.30
H  0.116  -3.094  -1.402  0.34
H  -0.814  -0.556  0.087  0.33
H  1.337  -0.950  -2.115  0.38
H  0.616  1.397  -2.317  0.41
H  0.195  1.466  -0.697  0.24
H  1.789  1.195  -1.155  0.39
H  -0.429  1.633  1.490  0.38
H  -1.315  2.673  0.765  0.32
O  -0.682  1.969  0.612  -0.69
H  1.079  0.983  3.341  0.29
H  -0.378  0.981  3.769  0.31
O  0.185  1.069  3.017  -0.63

LUMO level = -3.0 eV
charge = +1
E_HOMO = -14.18 eV
HOMO-LUMO gap = 11.2 eV


(2)
Density functional theory data (the ωB97M-V functional and the def2-TZVPD basis) for one molecule with the formula C11H12O5 in a non-equilibrium geometry.

Last column: Mulliken charge in e.
Positions of all 28 atoms, in Å:
O  -1.298  -1.483  2.125  -0.72
C  -1.275  -0.977  0.996  0.73
C  -2.605  -0.720  0.298  -1.11
C  -2.475  0.136  -0.989  0.41
C  -2.150  1.621  -0.756  0.27
O  -1.339  1.969  0.083  -0.53
O  -2.842  2.510  -1.546  -0.46
C  -1.410  -0.573  -1.870  -1.10
C  -0.071  -0.853  -1.170  0.41
O  0.843  -1.307  -1.851  -0.62
C  0.003  -0.801  0.279  0.24
C  1.167  -0.451  0.954  0.07
O  1.190  -0.434  2.321  -0.59
C  2.446  -0.023  0.269  -0.04
C  3.314  0.993  1.021  -0.63
C  3.834  -0.407  0.727  -0.59
H  -3.033  -1.687  -0.012  0.40
H  -3.247  -0.224  1.011  0.39
H  -3.454  0.099  -1.530  0.42
H  -2.519  3.360  -1.269  0.35
H  -1.774  -1.554  -2.177  0.40
H  -1.245  0.038  -2.764  0.37
H  0.341  -0.861  2.648  0.45
H  2.348  0.178  -0.790  0.48
H  3.732  1.825  0.430  0.25
H  3.051  1.256  2.064  0.24
H  3.812  -1.129  1.530  0.24
H  4.654  -0.502  -0.032  0.25

SMILES string = O=C1CC(C(=O)O)CC(=O)C1=C(O)C1CC1
LUMO level = 0.1 eV
E_HOMO = -9.14 eV
HOMO-LUMO gap = 9.2 eV


(3)
Density functional theory data (the ωB97M-V functional and the def2-TZVPD basis) for C11H15BN6O2Ti as an isolated structure in a non-equilibrium geometry.

Last column: Mulliken charge in e.
Positions of all 36 atoms, in Å:
H  -0.043  3.054  2.133  0.50
N  0.220  1.758  0.455  0.20
B  0.849  0.821  -1.854  -0.05
N  0.654  1.983  -0.852  -0.16
C  0.773  3.291  -1.055  0.04
Ti  -0.175  -0.106  0.785  1.74
H  1.054  3.641  -2.045  0.48
C  0.511  3.967  0.142  -1.04
H  0.572  5.024  0.301  0.44
C  0.187  2.979  1.081  -0.23
H  1.319  1.200  -2.878  0.00
C  -2.100  -2.844  2.836  -0.79
H  -2.439  -3.135  3.842  0.31
H  -1.100  -3.273  2.669  0.27
H  -2.786  -3.243  2.076  0.31
N  -0.568  0.234  -2.077  0.07
N  1.683  -0.331  -1.238  -0.10
N  -1.299  -0.262  -1.008  0.06
N  1.460  -0.848  0.040  0.03
C  -1.272  0.143  -3.204  -0.03
C  2.669  -1.010  -1.812  0.02
H  -0.820  0.488  -4.132  0.46
H  2.924  -0.769  -2.830  0.50
C  -2.502  -0.429  -2.903  -0.95
C  3.196  -1.926  -0.902  -1.00
C  -2.493  -0.676  -1.522  -0.38
C  2.434  -1.787  0.266  -0.25
H  -3.285  -0.644  -3.600  0.44
H  4.021  -2.575  -1.073  0.45
H  -3.246  -1.114  -0.880  0.50
H  2.529  -2.280  1.219  0.53
H  -2.078  -1.740  2.759  -0.09
O  0.620  0.092  4.780  -0.36
C  -0.201  0.115  3.879  0.23
O  0.010  -0.158  2.578  -0.51
H  -1.279  0.360  4.024  0.38

LUMO level = -9.7 eV
charge = +2
E_HOMO = -16.58 eV
HOMO-LUMO gap = 6.9 eV


(4)
Density functional theory data (the ωB97M-V functional and the def2-TZVPD basis) for a 4-piece molecular cluster, C28H23ClN4O12P2 overall in a non-equilibrium geometry.

Last column: Mulliken charge in e.
Positions of all 70 atoms, in Å:
C  0.673  -7.058  -1.016  -0.66
C  0.447  -6.053  -2.005  -0.24
N  1.470  -5.070  -2.216  0.24
C  1.887  -4.287  -1.103  0.05
O  1.975  -4.543  0.062  -0.47
C  2.204  -2.867  -1.654  0.32
C  2.693  -1.705  -0.943  -0.63
C  2.888  -0.492  -1.752  0.28
Cl  3.532  0.961  -0.966  0.01
C  2.561  -0.496  -3.200  0.04
P  2.871  1.138  -4.087  -0.20
P  4.997  0.966  -4.647  0.99
O  5.552  2.224  -5.183  -0.61
O  5.150  -0.337  -5.701  -0.50
O  5.751  0.460  -3.235  -0.48
C  2.060  -1.703  -3.892  0.52
O  1.751  -1.713  -5.220  -0.53
C  1.905  -2.904  -3.091  0.15
C  1.457  -4.339  -3.454  0.19
O  1.195  -4.760  -4.541  -0.53
H  0.252  -6.846  0.003  0.19
H  1.261  -7.982  -1.241  0.26
H  -0.516  -6.018  -2.568  0.29
H  2.910  -1.771  0.142  0.47
H  2.103  1.206  -5.287  0.10
H  5.558  -1.087  -5.227  0.32
H  5.450  -0.460  -3.074  0.31
H  2.076  -0.865  -5.589  0.17
O  4.014  2.977  0.796  -0.67
N  4.100  4.173  0.567  1.08
O  5.014  4.693  -0.044  -0.60
C  3.031  5.042  1.069  0.14
C  1.990  4.489  1.803  -0.46
C  0.992  5.318  2.296  -0.37
C  1.039  6.685  2.049  -0.59
C  2.080  7.227  1.305  -0.39
C  3.083  6.405  0.812  -0.47
H  1.945  3.426  1.999  0.46
H  0.177  4.898  2.875  0.66
H  0.261  7.332  2.440  0.43
H  2.112  8.293  1.113  0.38
H  3.891  6.837  0.236  0.45
O  -1.369  -4.873  -0.240  -0.56
N  -2.448  -4.364  0.011  1.04
O  -3.025  -3.577  -0.717  -0.61
C  -3.092  -4.722  1.279  0.08
C  -2.447  -5.587  2.151  -0.05
C  -3.048  -5.905  3.360  -0.55
C  -4.285  -5.363  3.686  -0.41
C  -4.928  -4.505  2.802  -0.43
C  -4.332  -4.181  1.592  -0.46
H  -1.483  -6.015  1.906  0.37
H  -2.551  -6.575  4.052  0.38
H  -4.750  -5.609  4.634  0.38
H  -5.894  -4.086  3.058  0.37
H  -4.838  -3.509  0.911  0.44
O  -1.314  3.696  3.639  -0.66
N  -2.403  3.144  3.631  0.99
O  -2.661  2.122  4.236  -0.59
C  -3.471  3.755  2.834  0.02
C  -3.205  4.903  2.099  -0.09
C  -4.211  5.464  1.327  -0.53
C  -5.472  4.881  1.297  -0.39
C  -5.732  3.738  2.043  -0.46
C  -4.730  3.170  2.816  -0.33
H  -2.226  5.365  2.116  0.40
H  -4.013  6.356  0.745  0.38
H  -6.255  5.319  0.689  0.37
H  -6.717  3.288  2.019  0.37
H  -4.941  2.278  3.391  0.44

SMILES string = C=CN1C(=O)c2cc(Cl)c(PP(=O)(O)O)c(O)c2C1=O.O=[N+]([O-])c1ccccc1.O=[N+]([O-])c1ccccc1.O=[N+]([O-])c1ccccc1
LUMO level = -0.9 eV
E_HOMO = -7.32 eV
HOMO-LUMO gap = 6.4 eV


(5)
Density functional theory data (the ωB97M-V functional and the def2-TZVPD basis) for a 2-piece molecular cluster, C4H14N3 overall in a non-equilibrium geometry.

Last column: Mulliken charge in e.
Positions of all 21 atoms, in Å:
C  -0.885  -0.454  1.485  -0.50
C  0.608  -0.603  1.816  -0.52
N  0.651  -0.450  3.303  -0.65
N  -1.118  -0.977  0.088  -0.25
H  -1.509  -0.995  2.203  0.42
H  -1.199  0.601  1.441  0.25
H  0.972  -1.562  1.453  0.41
H  1.238  0.187  1.369  0.32
H  1.637  -0.522  3.577  0.28
H  0.264  -1.351  3.652  0.27
H  -0.797  -1.953  0.040  0.41
H  -2.110  -1.007  -0.142  0.37
C  -0.029  1.211  -2.102  0.43
C  0.105  1.702  -3.359  -0.63
N  0.638  0.071  -1.612  -0.49
H  -0.702  1.714  -1.401  0.36
H  -0.584  2.478  -3.656  0.29
H  0.863  1.400  -4.078  0.32
H  0.978  -0.536  -2.338  0.31
H  1.387  0.326  -0.974  0.34
H  -0.424  -0.418  -0.637  0.25

<S²> = 0.755
LUMO level (spin up / spin down) = -9.1 / -13.3 eV
spin multiplicity = 2
charge = +2
E_HOMO (spin up / spin down) = -16.56 / -16.56 eV
HOMO-LUMO gap (spin up / spin down) = 7.5 / 3.2 eV


(6)
Density functional theory data (the ωB97M-V functional and the def2-TZVPD basis) for a 2-piece molecular cluster, C4H3NOS2 overall in a non-equilibrium geometry.

Last column: Mulliken charge in e.
Positions of all 11 atoms, in Å:
C  -1.008  0.572  1.075  -0.25
C  -0.277  0.023  0.056  0.46
C  0.967  -0.918  -1.793  -0.02
C  0.133  -1.294  0.147  0.23
H  0.247  3.500  1.065  0.12
H  -1.369  -0.223  1.662  0.41
H  1.611  -0.887  -2.602  0.45
N  0.634  -1.908  -1.021  -0.49
O  -0.019  -1.890  1.262  -0.58
S  -1.415  2.299  1.399  -0.19
S  0.497  0.725  -1.250  -0.14

LUMO level = -2.2 eV
E_HOMO = -8.92 eV
HOMO-LUMO gap = 6.7 eV


(7)
Density functional theory data (the ωB97M-V functional and the def2-TZVPD basis) for a 7-piece molecular cluster, C23H58N12O7 overall in a non-equilibrium geometry.

Last column: Mulliken charge in e.
Positions of all 100 atoms, in Å:
C  0.695  -6.433  -1.609  -1.71
C  0.501  -5.152  -2.392  1.43
C  1.840  -4.891  -3.187  -1.91
C  -0.530  -5.414  -3.475  -1.08
C  -1.994  -5.421  -2.881  -0.81
C  -2.312  -4.072  -2.200  -1.04
C  -1.255  -3.791  -1.043  1.61
C  -1.544  -2.285  -0.607  -1.83
C  -1.558  -4.554  0.293  -1.58
N  0.075  -3.908  -1.711  0.16
O  1.082  -3.497  -0.839  -0.40
H  1.099  -6.238  -0.615  0.34
H  -0.271  -6.811  -1.275  0.31
H  1.257  -7.176  -2.174  0.43
H  1.929  -3.960  -3.748  0.36
H  2.572  -4.822  -2.382  0.51
H  2.225  -5.784  -3.680  0.41
H  -0.481  -4.639  -4.240  0.40
H  -0.474  -6.374  -3.988  0.40
H  -2.758  -5.682  -3.614  0.45
H  -2.258  -6.134  -2.099  0.36
H  -3.260  -4.140  -1.668  0.37
H  -2.353  -3.223  -2.882  0.38
H  -2.609  -2.089  -0.482  0.26
H  -1.113  -1.590  -1.327  0.53
H  -1.095  -1.965  0.333  0.09
H  -1.553  -5.594  -0.031  0.36
H  -2.375  -4.218  0.932  0.34
H  -0.667  -4.413  0.904  0.38
H  1.627  -2.926  -1.386  0.35
C  -0.141  2.347  5.203  -1.80
C  0.779  1.071  5.241  1.02
C  1.945  1.281  6.298  -1.71
C  -0.092  -0.094  5.783  -0.89
C  0.542  -1.424  5.541  -0.91
C  0.911  -1.520  3.964  -1.22
C  1.917  -0.472  3.424  1.77
C  3.388  -0.782  3.985  -1.78
C  1.837  -0.457  1.921  -1.57
N  1.360  0.834  3.911  0.81
O  2.001  1.971  3.439  -0.50
H  -1.074  2.131  4.683  0.38
H  -0.468  2.699  6.181  0.39
H  0.266  3.207  4.671  0.38
H  2.596  2.110  6.022  0.36
H  1.511  1.640  7.231  0.49
H  2.483  0.371  6.564  0.31
H  -0.178  -0.089  6.869  0.41
H  -1.028  -0.198  5.234  0.32
H  1.512  -1.436  6.039  0.31
H  -0.081  -2.207  5.973  0.40
H  -0.054  -1.617  3.467  0.24
H  1.292  -2.528  3.799  0.56
H  3.469  -1.022  5.045  0.31
H  3.952  0.136  3.820  0.41
H  3.799  -1.665  3.496  0.42
H  2.301  0.436  1.502  0.46
H  0.793  -0.405  1.611  -0.21
H  2.197  -1.423  1.569  0.46
H  1.452  2.126  2.667  0.54
N  -0.021  3.312  -1.015  0.07
C  0.178  2.469  -0.054  0.67
N  -0.408  1.287  -0.285  -0.13
O  0.560  2.702  1.115  -0.94
H  -0.247  2.863  -1.891  0.00
H  0.276  4.269  -0.889  -0.03
H  -0.629  1.064  -1.245  0.11
H  -0.159  0.634  0.444  0.02
N  -0.126  1.068  -6.539  -0.40
C  -0.907  1.186  -5.594  0.60
N  -0.890  2.324  -4.970  -0.28
O  -1.443  0.180  -5.147  -0.66
H  -0.071  0.165  -6.987  0.24
H  0.612  1.743  -6.679  0.16
H  -0.282  3.073  -5.268  0.18
H  -1.295  2.240  -4.048  0.16
N  -1.881  6.633  -1.102  -0.31
C  -1.954  6.194  -2.259  0.60
N  -0.763  6.302  -2.876  -0.29
O  -2.954  5.727  -2.824  -0.69
H  -2.755  6.808  -0.627  0.22
H  -1.006  6.495  -0.617  0.17
H  -0.678  6.012  -3.840  0.16
H  0.088  6.552  -2.392  0.17
N  2.380  7.117  -0.089  -0.44
C  2.312  6.080  -0.889  0.76
N  2.743  4.996  -0.283  -0.31
O  1.882  6.069  -2.006  -0.70
H  2.200  8.004  -0.537  0.23
H  2.590  7.053  0.897  0.16
H  2.683  4.077  -0.699  0.20
H  3.051  5.125  0.670  0.12
N  -3.685  -0.103  -2.668  -0.36
C  -3.096  0.705  -1.844  0.51
N  -3.310  0.434  -0.607  -0.32
O  -2.533  1.674  -2.254  -0.55
H  -3.412  -0.011  -3.636  0.24
H  -4.099  -0.904  -2.212  0.16
H  -2.849  1.019  0.075  0.24
H  -3.731  -0.461  -0.403  0.20

SMILES string = CC1(C)CCCC(C)(C)N1O.CC1(C)CCCC(C)(C)N1O.NC(N)=O.NC(N)=O.NC(N)=O.NC(N)=O.NC(N)=O
LUMO level = 0.3 eV
E_HOMO = -7.55 eV
HOMO-LUMO gap = 7.8 eV